Below is a structure of composition C3HI2NS at a distorted geometry, with properties calculated with ωB97M-V with the def2-TZVPD basis set.

E_LUMO (spin up / spin down) = -1.200 / -1.200 eV
ΔE to the lowest compared entry with this formula, charge and spin = 159.6 kJ/mol
Highest occupied orbital energy (spin up / spin down) = -8.164 / -8.164 eV

Structure (ORCA input):
```
! RIJCOSX wB97M-V def2-TZVPD def2/J DEFGRID3
* xyz 0 1
C 1.25490 -0.43603 0.21917
C 0.38680 1.71765 -0.64663
C -1.38799 -0.94675 -0.05301
N 0.84838 0.72358 -0.13546
S 0.01531 -1.79458 0.25790
I -0.29444 3.49746 0.22638
I -3.04451 -2.09480 0.14602
H 2.22155 -0.66653 -0.01438
*
```

=====

Below is a structure of composition C3HLuO2 at a distorted geometry, with properties calculated with ωB97M-V with the def2-TZVPD basis set.

E_LUMO (spin up / spin down) = -6.071 / -8.048 eV
ΔE to the lowest compared entry with this formula, charge and spin = 273.2 kJ/mol
Highest occupied orbital energy (spin up / spin down) = -12.463 / -12.437 eV
⟨S²⟩ = 0.754

Structure (ORCA input):
```
! RIJCOSX wB97M-V def2-TZVPD def2/J DEFGRID3
* xyz 1 2
C 0.74988 -1.61545 0.17272
C -0.00028 -1.17180 -0.71920
O -0.57152 0.00967 -0.94062
C -0.33490 1.05048 0.08170
O 0.36194 0.62991 0.98602
H 1.62634 -2.04869 0.62228
Lu -1.83146 3.14588 -0.20290
*
```

=====

Below is the molecule C3HN at a distorted geometry, with properties calculated with ωB97M-V with the def2-TZVPD basis set.

E_LUMO = -1.686 eV
ΔE to the lowest compared entry with this formula, charge and spin = 195.2 kJ/mol
Highest occupied orbital energy = -11.263 eV

Structure (ORCA input):
```
! RIJCOSX wB97M-V def2-TZVPD def2/J DEFGRID3
* xyz 0 1
C 1.41854 -0.65538 -0.25237
C 0.21184 -0.19696 -0.50912
C -0.45533 0.32743 0.64398
N -0.93265 0.73436 1.61726
H -0.24241 -0.20944 -1.49975
*
```

=====

Below is the molecule C3HN at a distorted geometry, with properties calculated with ωB97M-V with the def2-TZVPD basis set.

SMILES = C#CC#N
E_LUMO = 0.428 eV
ΔE to the lowest compared entry with this formula, charge and spin = 6.3 kJ/mol
Highest occupied orbital energy = -11.269 eV

Structure (ORCA input):
```
! RIJCOSX wB97M-V def2-TZVPD def2/J DEFGRID3
* xyz 0 1
C 1.30081 -0.06766 0.03490
C 0.10738 -0.04633 0.11606
C -1.30060 0.10843 -0.04793
N -2.46423 0.16860 -0.22911
H 2.35664 -0.16304 0.12608
*
```

=====

Below is a cluster of 2 separate species, C3HN3O in total at a distorted geometry, with properties calculated with ωB97M-V with the def2-TZVPD basis set.

E_LUMO = -0.744 eV
ΔE to the lowest compared entry with this formula, charge and spin = 413.3 kJ/mol
Highest occupied orbital energy = -10.566 eV

Structure (ORCA input):
```
! RIJCOSX wB97M-V def2-TZVPD def2/J DEFGRID3
* xyz 0 1
C -0.83468 1.08840 2.15932
C 0.00954 -0.11869 -1.80845
C 1.13767 0.00008 -0.87715
N -1.45656 0.11271 1.99386
N -0.77684 -0.24115 -2.63205
N 1.78992 0.37732 0.09511
O 2.28849 -0.62486 -1.02799
H -2.15755 -0.59381 2.09734
*
```

=====

Below is the molecule C3HN3O at a distorted geometry, with properties calculated with ωB97M-V with the def2-TZVPD basis set.

SMILES = N#C/N=C/OC#N
E_LUMO = -0.738 eV
ΔE to the lowest compared entry with this formula, charge and spin = 66.6 kJ/mol
Highest occupied orbital energy = -11.114 eV

Structure (ORCA input):
```
! RIJCOSX wB97M-V def2-TZVPD def2/J DEFGRID3
* xyz 0 1
N -2.46017 -1.87153 -0.08617
C -1.64491 -1.06929 0.03178
N -0.57165 -0.34963 0.12340
C -0.23611 0.85193 0.03286
O 1.07913 1.13927 0.01633
C 1.92776 0.16263 -0.02573
N 2.77060 -0.60413 -0.06120
H -0.86466 1.74074 -0.03127
*
```